Entry 1:
{
  "formula": "C23H24BrN3O4S",
  "method": "wB97M-V/def2-TZVPD",
  "symbols": ["O", "C", "N", "H", "C", "H", "H", "C", "N", "C", "C", "H", "H", "C", "H", "H", "C", "H", "H", "H", "H", "C", "C", "C", "C", "O", "H", "H", "H", "H", "C", "C", "C", "C", "C", "C", "H", "H", "H", "S", "O", "O", "N", "C", "C", "C", "C", "C", "C", "H", "H", "Br", "H", "H", "H", "H"],
  "positions_angstrom": [[-1.17295, 3.88380, -1.47637], [-0.50713, 3.05177, -0.89371], [-0.01017, 1.94503, -1.48412], [0.47758, 1.24659, -0.94152], [-0.45453, 1.48349, -2.77373], [0.35076, 1.56815, -3.51014], [-1.28690, 2.11641, -3.09147], [-0.90416, 0.01147, -2.65125], [0.17773, -0.76676, -2.07139], [-0.19995, -2.11878, -1.64340], [0.92341, -3.05296, -2.10433], [0.64112, -3.55729, -3.02929], [1.16060, -3.81041, -1.36146], [2.08258, -2.09778, -2.36717], [2.58044, -1.84125, -1.43292], [2.81675, -2.49955, -3.06152], [1.36305, -0.87262, -2.91249], [1.96881, 0.03193, -2.83231], [1.09669, -1.02431, -3.97222], [-0.29208, -2.11960, -0.55147], [-1.16511, -2.42145, -2.06546], [-2.11951, -0.05692, -1.78004], [-3.43242, -0.25995, -2.08623], [-4.14368, -0.17238, -0.86376], [-3.21114, 0.07503, 0.09208], [-1.98283, 0.14660, -0.45235], [-3.28584, 0.22366, 1.15131], [-5.19964, -0.27895, -0.72570], [-3.84348, -0.44546, -3.05733], [-1.18853, -0.35185, -3.65865], [-0.14199, 3.18763, 0.55446], [-0.21148, 2.08743, 1.40453], [0.06541, 2.25303, 2.74396], [0.42539, 3.48245, 3.26357], [0.48578, 4.57993, 2.41861], [0.18882, 4.43475, 1.07334], [0.20744, 5.28409, 0.40737], [0.75383, 5.54838, 2.81182], [0.64167, 3.56266, 4.31696], [-0.08446, 0.88383, 3.88551], [1.16945, 0.67523, 4.54352], [-1.26037, 1.06742, 4.68033], [-0.44845, -0.43560, 2.89061], [0.52410, -1.26310, 2.35103], [1.75542, -0.73250, 1.97165], [2.72513, -1.54966, 1.42379], [2.46162, -2.89685, 1.24193], [1.23859, -3.43823, 1.59817], [0.27365, -2.62056, 2.15294], [-0.68079, -3.03630, 2.44074], [1.04398, -4.49001, 1.45401], [3.79658, -4.02257, 0.48356], [3.68409, -1.14121, 1.14379], [1.95772, 0.31318, 2.13429], [-1.30111, -0.88836, 3.18185], [-0.50950, 1.11926, 1.03608]],
  "total_charge": 0,
  "de_lowest_ev": 0.1595,
  "smiles": "O=C(NC[C@H](c1ccco1)N1CCCC1)c1cccc(S(=O)(=O)Nc2ccc(Br)cc2)c1",
  "lumo_energy_ev": 0.44,
  "orbital_gap_ha": 0.3377
}



Entry 2:
{
  "formula": "C24H20BrCl5CoN11O",
  "method": "wB97M-V/def2-TZVPD",
  "symbols": ["Co", "Br", "C", "C", "C", "C", "C", "C", "N", "C", "C", "C", "C", "C", "C", "N", "H", "H", "H", "H", "H", "H", "H", "H", "H", "N", "C", "N", "N", "N", "N", "C", "N", "N", "N", "N", "H", "Cl", "C", "C", "C", "Cl", "C", "Cl", "C", "Cl", "C", "Cl", "C", "C", "O", "C", "C", "H", "H", "H", "H", "H", "H", "H", "H", "H", "H"],
  "positions_angstrom": [[0.01910, -0.01531, 0.15694], [-1.94478, 0.50199, 7.54863], [-1.70465, 0.75194, 5.68147], [-2.67964, 1.41717, 4.95975], [-2.50109, 1.59816, 3.59730], [-1.35801, 1.11648, 2.96717], [-0.39683, 0.43650, 3.70439], [-0.56666, 0.25751, 5.06716], [-1.17322, 1.26285, 1.56624], [-1.48674, 2.37173, 1.04716], [-1.36385, 2.58625, -0.40003], [-1.91031, 3.74131, -0.93780], [-1.80678, 3.96769, -2.30066], [-1.15813, 3.01503, -3.06065], [-0.64289, 1.88883, -2.43127], [-0.72857, 1.65873, -1.12957], [-3.57332, 1.77695, 5.45025], [-3.28122, 2.07244, 3.01542], [0.48072, 0.05335, 3.20879], [0.17914, -0.27562, 5.63985], [-1.81743, 3.22506, 1.64195], [-2.40691, 4.44513, -0.28322], [-2.21497, 4.86386, -2.74899], [-1.03442, 3.12388, -4.12903], [-0.12859, 1.13715, -3.01700], [2.82289, -0.45177, 2.07469], [2.64589, 0.74305, 1.41410], [3.52197, 1.73628, 1.44250], [2.91777, 2.72725, 0.75508], [1.75807, 2.35205, 0.34286], [1.55207, 1.07034, 0.73686], [1.97931, -1.54071, 1.91295], [2.30937, -2.76116, 2.28969], [1.21218, -3.49538, 1.99142], [0.30030, -2.75599, 1.46880], [0.75067, -1.47988, 1.40878], [3.76020, -0.66387, 2.36976], [-3.01739, -1.31288, 1.72183], [-2.65525, -1.65606, 0.06150], [-1.44809, -1.29691, -0.47511], [-1.13585, -1.74902, -1.77330], [0.54900, -1.92643, -2.48706], [-2.18440, -2.04191, -2.61404], [-2.02672, -2.24600, -4.38311], [-3.43446, -2.42076, -2.08025], [-4.68465, -3.04969, -3.09160], [-3.65226, -2.26888, -0.72355], [-5.14060, -2.77842, -0.02091], [0.81674, -3.61060, -2.33769], [1.55920, -1.25666, -1.31609], [2.78647, -0.96942, -1.25327], [3.85357, -0.98096, -2.29507], [4.26722, 0.45922, -2.46614], [-0.03097, -2.11709, -3.71180], [0.04200, -4.35242, -2.20286], [1.83464, -3.96907, -2.31530], [0.42594, -0.48739, -3.08040], [1.71538, -1.86452, -3.57558], [3.48097, -1.43097, -3.20584], [4.63682, -1.59943, -1.86389], [3.44770, 1.04598, -2.88083], [5.12032, 0.52161, -3.14392], [4.54407, 0.89944, -1.50746]],
  "total_charge": -1,
  "multiplicity": 2,
  "s_squared": 0.7682,
  "lumo_energy_ev": [1.54, 1.54],
  "orbital_gap_ha": [0.2299, 0.2333]
}



Entry 3:
{
  "formula": "C7H18ClCoI2O4P2",
  "method": "wB97M-V/def2-TZVPD",
  "symbols": ["I", "I", "Co", "P", "C", "C", "H", "H", "H", "C", "H", "H", "H", "H", "H", "H", "C", "O", "Cl", "C", "O", "P", "O", "C", "O", "C", "H", "H", "H", "H", "H", "H", "H", "H", "H"],
  "positions_angstrom": [[-0.24358, 1.74180, -1.99983], [0.16336, 3.32382, 2.96230], [0.18639, 0.22034, -0.02243], [2.31636, -0.37506, -0.75379], [3.26940, 1.10066, -1.28195], [3.34173, -1.28471, 0.41463], [1.51888, -2.27221, -2.00163], [3.13790, -1.67659, -2.54982], [1.61030, -0.80546, -3.02055], [2.10707, -1.39293, -2.25598], [2.83580, -2.20372, 0.69075], [4.29359, -1.48598, -0.11323], [4.23339, 0.72201, -1.66103], [3.40360, 1.73581, -0.40515], [3.49681, -0.65455, 1.28860], [2.67700, 1.61246, -2.03087], [0.98897, 1.73103, 0.40830], [1.49672, 2.78448, 0.39512], [0.09368, -2.05638, 0.28713], [-2.02761, 1.51500, 2.71263], [-2.47898, 1.50651, 1.38788], [-2.07483, 0.36764, 0.24593], [-2.77498, -1.00981, 0.55742], [-2.70327, -1.78515, 1.74477], [-2.98254, 0.84890, -0.95623], [-2.98429, -0.07610, -2.10938], [-2.70047, 2.28755, 3.16055], [-0.92007, 1.86316, 2.73539], [-2.15218, 0.55695, 3.24811], [-2.38246, -2.78499, 1.41288], [-2.01009, -1.35914, 2.50236], [-3.69483, -1.84899, 2.20015], [-2.10434, -0.74502, -2.18172], [-3.90332, -0.67114, -2.01881], [-3.03312, 0.56979, -2.99251]],
  "total_charge": 2,
  "multiplicity": 5,
  "de_lowest_ev": 2.5670,
  "s_squared": 6.0535,
  "lumo_energy_ev": [-7.58, -11.44],
  "orbital_gap_ha": [0.2950, 0.1594]
}



Entry 4:
{
  "formula": "C6H9BrN2O",
  "method": "wB97M-V/def2-TZVPD",
  "symbols": ["C", "C", "C", "C", "C", "C", "N", "N", "O", "Br", "H", "H", "H", "H", "H", "H", "H", "H", "H"],
  "positions_angstrom": [[0.65783, 0.57664, 0.23464], [-0.61986, 1.41307, 0.21623], [-0.70180, 0.04911, -0.31565], [1.11550, 0.17665, 1.65415], [-1.61924, -0.95399, 0.38352], [-0.95161, -0.11763, -1.87835], [1.64047, 0.58761, -0.83775], [2.65561, 0.19514, -1.23849], [-1.13429, 2.37167, 0.58032], [4.09170, -0.70285, 0.05358], [1.43917, -0.84473, 1.87255], [0.26434, 0.52973, 2.35451], [2.00162, 0.67467, 1.87557], [-2.75475, -0.54168, 0.28346], [-1.51490, -1.08174, 1.51807], [-1.57596, -1.96624, -0.05766], [-1.98856, -0.38124, -2.04115], [-0.29029, -0.87887, -2.18499], [-0.71497, 0.89467, -2.47257]],
  "total_charge": 0,
  "de_lowest_ev": 4.1709,
  "smiles": "CC1(C)C(=O)[C@]1(C)/N=N\\Br",
  "lumo_energy_ev": [0.07, 0.07],
  "orbital_gap_ha": [0.3283, 0.3282]
}



Entry 5:
{
  "formula": "C54H49GeN5O5PS3Ti",
  "method": "wB97M-V/def2-TZVPD",
  "symbols": ["Ti", "O", "C", "C", "C", "C", "C", "C", "C", "P", "C", "C", "C", "C", "C", "C", "C", "C", "C", "C", "C", "C", "H", "H", "H", "H", "H", "H", "H", "H", "H", "H", "H", "H", "H", "H", "N", "C", "C", "O", "O", "H", "H", "H", "H", "S", "C", "S", "C", "N", "C", "C", "C", "N", "H", "H", "H", "H", "O", "C", "O", "C", "C", "Ge", "C", "C", "C", "C", "C", "C", "C", "C", "C", "C", "C", "C", "C", "C", "C", "C", "C", "C", "H", "H", "H", "H", "H", "H", "H", "H", "H", "H", "H", "H", "H", "H", "H", "H", "H", "H", "H", "N", "C", "S", "N", "C", "C", "C", "C", "C", "C", "H", "H", "H", "H", "H", "H", "H", "H"],
  "positions_angstrom": [[0.78258, -0.31708, -1.53805], [3.62102, 0.20334, -2.29377], [2.92147, -0.75069, -1.99299], [3.60871, -2.09137, -1.86645], [4.93037, -2.25355, -2.27892], [5.53587, -3.49147, -2.17552], [4.83290, -4.57700, -1.65466], [3.52305, -4.42015, -1.23833], [2.91119, -3.17304, -1.34782], [1.20360, -2.84134, -0.84386], [0.32493, -4.27451, -1.60336], [-0.04352, -5.41138, -0.88269], [-0.65344, -6.48901, -1.51193], [-0.88973, -6.46096, -2.87715], [-0.48816, -5.35459, -3.61332], [0.11770, -4.27505, -2.98628], [1.18771, -3.20729, 0.93662], [2.35201, -3.11852, 1.68982], [2.32591, -3.36536, 3.05603], [1.13979, -3.72238, 3.67686], [-0.03190, -3.79690, 2.93371], [-0.01481, -3.51625, 1.57779], [5.45736, -1.39571, -2.67612], [6.56018, -3.62220, -2.50068], [5.31195, -5.54471, -1.57883], [2.97104, -5.26096, -0.83485], [0.14611, -5.47252, 0.17876], [-0.93440, -7.35611, -0.92791], [-1.36232, -7.30299, -3.36672], [-0.62771, -5.32736, -4.68720], [0.41932, -3.43087, -3.58459], [3.28689, -2.85194, 1.21139], [3.23942, -3.28643, 3.63090], [1.12283, -3.92831, 4.73944], [-0.96783, -4.05109, 3.41545], [-0.93916, -3.54198, 1.01673], [1.18894, 1.02591, -3.24124], [1.13601, 0.36410, -4.53800], [0.39339, -0.94966, -4.38549], [0.05249, -1.63215, -5.33156], [0.18549, -1.28384, -3.13984], [0.49103, 1.77098, -3.16168], [2.11310, 1.38724, -3.02128], [2.14434, 0.12722, -4.88210], [0.65066, 0.96667, -5.30585], [-1.45737, 2.61142, -2.43408], [-1.76047, 1.00726, -1.98762], [-1.08314, -0.83200, -0.07201], [-2.16850, 0.63128, -0.56181], [-3.56622, 0.27607, -0.49087], [-4.26136, 0.39685, 0.66594], [-3.76609, 1.12840, 1.68141], [-2.55527, 1.85615, 1.38578], [-1.82738, 1.69447, 0.34523], [-3.97454, -0.22092, -1.26192], [-5.23061, -0.08492, 0.69144], [-4.30019, 1.26482, 2.60749], [-2.24410, 2.63683, 2.07302], [1.92157, -0.19733, 0.38762], [1.79880, 1.04521, 0.27495], [1.16806, 1.48063, -0.74996], [2.40767, 2.04920, 1.20873], [1.49262, 3.26443, 1.45745], [0.77708, 3.42726, 3.27344], [2.29762, 3.54870, 4.49683], [2.47033, 2.62726, 5.52791], [3.56469, 2.70969, 6.38080], [4.50032, 3.71928, 6.21352], [4.34053, 4.64715, 5.19254], [3.24748, 4.55953, 4.34289], [-0.35274, 1.95885, 3.87088], [-1.41725, 2.20254, 4.73940], [-2.22578, 1.16575, 5.18148], [-1.98421, -0.13212, 4.75208], [-0.93111, -0.38703, 3.88707], [-0.11758, 0.65146, 3.45525], [-0.26534, 5.07267, 3.35800], [-0.27402, 5.85888, 4.50995], [-1.06401, 6.99822, 4.58730], [-1.85640, 7.36671, 3.50892], [-1.85645, 6.59537, 2.35505], [-1.06604, 5.45618, 2.28092], [3.30900, 2.36639, 0.67250], [2.75348, 1.55208, 2.11571], [0.68460, 3.26736, 0.72419], [2.05135, 4.19124, 1.31025], [1.74161, 1.83642, 5.66810], [3.68440, 1.98582, 7.17735], [5.35259, 3.78590, 6.87795], [5.06734, 5.43893, 5.06037], [3.13198, 5.29561, 3.55352], [-1.62547, 3.21661, 5.06595], [-3.04950, 1.37190, 5.85445], [-2.62254, -0.94120, 5.08631], [-0.74145, -1.38783, 3.53124], [0.68538, 0.41777, 2.76496], [0.34821, 5.58365, 5.35507], [-1.06029, 7.59895, 5.48839], [-2.47204, 8.25552, 3.56708], [-2.47218, 6.87910, 1.51082], [-1.08249, 4.86073, 1.37271], [-2.53142, -2.24065, -2.45356], [-2.77688, -1.41970, -3.45473], [-2.62261, 0.31732, -3.41688], [-3.26262, -1.92394, -4.59616], [-3.61652, -1.14144, -5.74913], [-2.65468, -0.87022, -6.70963], [-3.01241, -0.11685, -7.81835], [-4.31107, 0.35176, -7.95956], [-5.26497, 0.07001, -6.99154], [-4.91764, -0.67969, -5.87872], [-2.03052, -1.89044, -1.61889], [-2.45243, -3.23027, -2.64519], [-3.43341, -2.91774, -4.62942], [-1.64329, -1.22811, -6.56329], [-2.26973, 0.10822, -8.57232], [-4.58125, 0.94206, -8.82529], [-6.27623, 0.43899, -7.09856], [-5.64327, -0.89723, -5.10519]],
  "total_charge": 0,
  "multiplicity": 2,
  "de_lowest_ev": 1.4910,
  "s_squared": 0.7559,
  "lumo_energy_ev": [0.14, -0.31],
  "orbital_gap_ha": [0.2397, 0.2634]
}



Entry 6:
{
  "formula": "C36H41BrN6O3PRbSSe",
  "method": "wB97M-V/def2-TZVPD",
  "symbols": ["Rb", "O", "C", "C", "C", "N", "C", "Br", "C", "H", "H", "H", "H", "Se", "N", "C", "C", "C", "C", "C", "N", "C", "C", "N", "C", "C", "C", "C", "C", "N", "H", "H", "H", "H", "H", "H", "O", "C", "O", "C", "C", "C", "C", "C", "C", "S", "H", "H", "H", "H", "C", "C", "C", "C", "P", "N", "C", "C", "C", "C", "C", "C", "C", "C", "H", "H", "H", "H", "H", "H", "H", "H", "H", "H", "H", "H", "H", "H", "H", "H", "H", "H", "H", "H", "H", "H", "H", "H", "H", "H", "H"],
  "positions_angstrom": [[0.89973, -1.18278, -0.66295], [-0.45380, -0.73036, 6.25667], [0.21155, -0.94087, 5.08172], [-0.39246, -1.53861, 3.98110], [0.36731, -1.69883, 2.83761], [1.64087, -1.31505, 2.73825], [2.17426, -0.75701, 3.79263], [3.98413, -0.17485, 3.63364], [1.53186, -0.53481, 5.00300], [-1.36568, -1.01556, 6.13719], [-1.43058, -1.84727, 3.99486], [-0.07421, -2.16036, 1.96281], [2.02581, -0.05750, 5.83501], [-5.85445, -6.88951, -0.02875], [-5.72937, -5.11375, 0.17617], [-4.46393, -4.81648, 0.23672], [-3.95111, -3.45174, 0.38973], [-4.76849, -2.32164, 0.39776], [-4.18078, -1.07589, 0.49916], [-2.78808, -0.99215, 0.60802], [-2.01848, -2.06877, 0.62066], [-2.57315, -3.27125, 0.49978], [-1.62972, -4.41879, 0.41057], [-0.34093, -4.11006, 0.51305], [0.55392, -5.06782, 0.33511], [0.19538, -6.39418, 0.07644], [-1.14239, -6.72556, 0.01913], [-2.08734, -5.71551, 0.18985], [-3.53381, -5.94359, 0.13072], [-4.07840, -7.11704, -0.00953], [-5.84022, -2.43928, 0.30271], [-4.77102, -0.16929, 0.48196], [-2.24623, -0.04664, 0.67496], [1.59381, -4.76441, 0.37209], [0.96644, -7.13289, -0.09164], [-1.47015, -7.73778, -0.17727], [3.14295, -2.09504, -1.65528], [2.49713, -2.38910, -2.71271], [1.30568, -2.76579, -2.70972], [3.22810, -2.20685, -4.04670], [4.41450, -1.46364, -3.95216], [5.21638, -1.14578, -5.03013], [4.81360, -1.61495, -6.28633], [3.66631, -2.36064, -6.39417], [2.81365, -2.70153, -5.30474], [1.43852, -3.70190, -5.71428], [4.67768, -1.13658, -2.95431], [6.11700, -0.55659, -4.90236], [5.39947, -1.40287, -7.17654], [3.35630, -2.73871, -7.36230], [-0.64597, 4.70364, -1.73586], [-0.25845, 3.23456, -1.52828], [-1.32524, 2.34285, -2.18295], [1.03651, 2.97402, -2.30925], [-0.00958, 2.60465, 0.26226], [-0.00397, 1.07751, 0.37851], [1.61630, 3.38669, 0.89839], [1.90810, 4.85031, 0.55239], [1.63996, 3.24130, 2.42700], [2.77120, 2.50723, 0.39766], [-1.42798, 3.42280, 1.29851], [-1.50923, 2.64794, 2.62207], [-2.74673, 3.13126, 0.56978], [-1.37465, 4.92416, 1.59686], [-0.69251, 4.91065, -2.81255], [0.07526, 5.39860, -1.30467], [-1.62868, 4.93668, -1.32637], [-1.21121, 2.38738, -3.27010], [-2.33923, 2.65953, -1.94312], [-1.20186, 1.30920, -1.85762], [0.82615, 3.06173, -3.37973], [1.42650, 1.97109, -2.13523], [1.82168, 3.69052, -2.06987], [1.09721, 5.52808, 0.82445], [2.12026, 4.99093, -0.50717], [2.80025, 5.17776, 1.10183], [1.02253, 3.98510, 2.93165], [2.66981, 3.37871, 2.77357], [1.31170, 2.24530, 2.72792], [2.97009, 2.61297, -0.66569], [2.55380, 1.45761, 0.59733], [3.68299, 2.78585, 0.93847], [-1.33829, 1.58467, 2.43473], [-2.50390, 2.79158, 3.06087], [-0.77662, 2.98319, 3.35381], [-2.76954, 2.10822, 0.19385], [-2.92429, 3.80295, -0.26994], [-3.57779, 3.26188, 1.27266], [-0.55158, 5.17899, 2.26489], [-2.30097, 5.23207, 2.10151], [-1.27961, 5.53771, 0.70024]],
  "total_charge": -2,
  "lumo_energy_ev": 2.73,
  "orbital_gap_ha": 0.1073
}



| no. | E (hartree) |
| --- | --- |
| 1 | -4328.27647 |
| 2 | -7861.25659 |
| 3 | -3698.83742 |
| 4 | -2992.62910 |
| 5 | -7199.58802 |
| 6 | -7689.79939 |